# 1
{
  "formula": "C28H30Br2ClN4O8PSSi",
  "method": "ωB97M-V with the def2-TZVPD basis set",
  "elements": ["C", "H", "C", "C", "H", "H", "H", "O", "H", "S", "C", "H", "H", "O", "C", "H", "H", "Br", "Cl", "H", "C", "H", "H", "H", "C", "H", "H", "H", "C", "P", "H", "H", "N", "C", "H", "O", "C", "O", "C", "C", "H", "H", "C", "H", "H", "O", "H", "H", "C", "C", "C", "H", "O", "H", "C", "C", "C", "C", "O", "C", "Br", "C", "C", "C", "H", "C", "H", "Si", "N", "O", "N", "C", "C", "N", "C", "H"],
  "coordinates": [[0.43074, -0.71342, 0.56380], [-2.20832, -4.10499, 5.96606], [2.33133, -6.61903, 2.14148], [-0.96304, -5.82472, 6.27996], [-0.17679, -0.98105, -0.32835], [0.50779, -7.35647, 6.54560], [4.35492, -3.32496, 2.13391], [-3.59857, 4.37908, -2.59228], [0.21755, -1.45500, 1.35535], [-1.17024, 3.31818, -1.22093], [-3.06958, 7.97961, -4.47261], [-0.38586, 3.83806, -6.54150], [-1.12506, 2.68773, 3.34716], [3.31875, -2.52072, 0.09429], [-0.57847, 1.48931, -4.11440], [0.43266, 3.89061, 4.66354], [-0.29995, 2.80222, 5.89230], [-1.22236, 0.43141, 4.64917], [-2.23925, 0.94162, 1.23341], [1.48296, -0.71615, 0.22797], [-0.40568, 2.85825, -6.08479], [3.37743, -7.06404, 3.96306], [-0.30787, -2.57889, 5.54693], [1.34081, 1.97086, -1.31544], [-3.79996, 5.68778, -5.87574], [-0.47280, -0.63318, -4.42370], [-0.69952, 1.40665, -3.04252], [1.76825, -7.54305, 2.14828], [-3.62625, 6.88877, -6.54863], [0.44874, 2.58278, -0.37260], [-0.64788, 3.63310, -4.09936], [-4.08340, 4.80150, -6.42633], [-0.16258, 1.82214, -8.30365], [-0.31004, 0.44769, -6.26765], [4.67179, -4.95965, 3.94879], [-0.09716, 0.79859, -8.94979], [-0.55148, 2.74413, -4.70981], [3.66723, -5.15359, 5.99892], [3.78613, -4.24432, 2.13212], [-3.25779, 8.03152, -5.84869], [-3.11562, 8.96589, -6.37788], [-0.21688, -0.44762, -6.86634], [0.68603, 1.54767, 2.78619], [-1.79598, -6.49164, 6.45976], [1.33560, 2.43440, 2.62567], [2.92311, -7.12448, 6.40064], [1.18447, 3.60676, 0.31108], [-2.78389, 8.87168, -3.93078], [-0.38703, 2.03022, 3.84047], [-3.60252, 5.64654, -4.50270], [-1.19366, -4.48252, 6.00112], [1.43267, -5.91602, 0.33061], [1.82217, -3.78357, -0.78024], [-3.09556, 6.74892, -2.72132], [1.39334, -5.44116, 6.10366], [2.14257, -5.70174, 1.11729], [2.86988, -4.51950, 1.12527], [0.32498, 2.83471, 4.98482], [-0.13118, 2.93636, -8.78212], [-0.12679, -3.62306, 5.76810], [1.88671, 0.16593, 3.55155], [-0.45374, 0.34283, -4.89120], [-3.24380, 6.78320, -3.79180], [1.17455, -4.10068, 5.82001], [-3.77440, 6.93345, -7.61954], [-0.29191, 1.70655, -6.85205], [1.31838, 2.39574, 5.18152], [-0.11446, 0.99974, 1.13445], [2.65669, -3.53704, 0.06307], [-4.04211, 3.39732, -4.44668], [-3.76269, 4.37882, -3.79314], [0.33548, -6.31127, 6.33005], [3.23828, -6.34937, 3.16035], [2.76415, -5.94411, 6.17393], [3.96647, -5.16550, 3.15432], [1.99955, -3.42584, 5.63851]],
  "atomic_forces_ev_per_a": [[-0.413, 0.388, -0.558], [0.035, -0.013, -0.008], [0.142, 0.175, 0.092], [0.108, 0.167, -0.053], [0.250, 0.135, 0.522], [0.168, 0.070, -0.006], [-0.101, 0.013, -0.150], [-0.067, 0.129, 0.183], [0.322, 0.325, -0.350], [0.322, 0.011, 0.240], [-0.050, -0.117, -0.172], [0.006, -0.113, -0.147], [0.012, -0.773, 0.218], [0.174, 0.230, 0.012], [0.084, -0.165, -0.113], [0.047, -0.547, 0.160], [0.404, 0.115, -0.340], [-0.344, 0.614, -0.286], [1.423, 0.255, -0.005], [-0.334, -0.170, 0.456], [-0.025, 0.115, 0.030], [0.042, -0.007, -0.110], [0.051, -0.012, -0.007], [0.060, 0.272, 0.617], [-0.020, -0.068, -0.149], [0.005, 0.008, -0.049], [-0.078, 0.066, -0.044], [0.000, 0.027, -0.034], [0.051, 0.078, 0.187], [-0.758, 0.808, -0.775], [0.007, -0.040, 0.018], [0.027, -0.066, 0.178], [0.021, 0.005, -0.108], [-0.011, -0.175, 0.004], [-0.052, -0.012, -0.143], [0.020, -0.228, -0.086], [0.007, -0.136, -0.092], [0.075, 0.130, 0.185], [0.063, 0.055, 0.068], [-0.003, -0.018, 0.013], [-0.012, -0.030, 0.017], [-0.002, 0.142, -0.131], [-0.808, 0.624, 0.626], [0.049, -0.010, -0.003], [-0.235, -0.591, -0.052], [0.012, -0.284, 0.012], [0.208, -0.677, -0.260], [-0.012, -0.042, 0.016], [1.724, 0.081, 0.608], [0.110, 0.616, -0.348], [0.035, -0.020, 0.004], [0.064, 0.169, -0.045], [-0.174, -0.074, -0.162], [-0.031, -0.193, -0.045], [-0.600, 0.233, -0.015], [-0.128, -0.083, -0.073], [0.084, -0.448, 0.514], [-0.576, -0.215, -0.519], [-0.001, 0.243, -0.048], [-0.054, -0.148, 0.023], [-0.168, 0.534, -0.495], [0.013, 0.262, -0.067], [0.051, 0.084, 0.132], [0.065, 0.161, -0.061], [-0.002, -0.041, 0.029], [-0.079, -0.045, 0.677], [-0.512, 0.225, 0.079], [-0.534, -1.440, 0.345], [-0.040, 0.029, 0.000], [-0.071, -0.160, -0.201], [-0.015, -0.200, 0.101], [-0.067, -0.145, 0.031], [-0.015, -0.032, -0.087], [-0.034, 0.099, 0.202], [0.007, -0.004, -0.238], [0.077, -0.151, 0.036]],
  "orbital_gap_ev": 7.765,
  "fmax_ev_per_a": 1.83,
  "smiles": "C[C@H](Br)[C@@H](Br)[Si@@](C)(Cl)[PH2]=S.O=[N+]([O-])c1ccccc1.O=[N+]([O-])c1ccccc1.O=[N+]([O-])c1ccccc1.O=[N+]([O-])c1ccccc1",
  "homo_energy_ev": -8.6,
  "charge": 0,
  "spin_multiplicity": 1
}

# 2
{
  "formula": "C28H30BrF5NO4",
  "method": "ωB97M-V with the def2-TZVPD basis set",
  "elements": ["H", "H", "F", "H", "H", "C", "N", "C", "C", "O", "C", "H", "H", "F", "C", "H", "H", "C", "H", "O", "O", "C", "C", "C", "H", "H", "H", "C", "C", "C", "H", "H", "C", "C", "C", "C", "C", "H", "C", "C", "H", "C", "H", "H", "H", "Br", "C", "C", "H", "F", "F", "H", "C", "C", "C", "H", "H", "H", "H", "H", "H", "H", "C", "H", "F", "H", "C", "C", "O"],
  "coordinates": [[2.55469, 0.22012, 1.08704], [-3.58956, -2.38908, -2.07330], [-3.47466, -4.79148, -1.11133], [2.66678, 1.65077, 2.93655], [2.60794, 3.07138, -3.75727], [2.16008, -4.16805, 4.36243], [1.92925, 2.08013, -1.57499], [3.37981, -2.07794, 3.05208], [2.24160, 1.24136, 0.84327], [-0.95565, 2.24435, -1.16562], [0.98696, 1.17751, -2.21536], [2.11912, 3.04455, 1.95372], [-4.60475, -1.79404, -4.25511], [1.47168, 3.36182, -1.29423], [1.22884, 1.34407, -3.78581], [1.62355, -1.96373, 1.83777], [-0.78106, 2.70747, 2.23772], [-4.59466, -5.46704, -3.06565], [5.03451, -2.36347, 4.37156], [0.92071, -1.62537, -3.88597], [-1.29008, 0.47715, -2.41537], [0.55783, 3.77114, -4.15451], [-4.60714, -2.82273, -3.92124], [-4.03447, -3.14928, -2.70219], [2.01991, 0.63672, -4.06357], [-2.22291, 4.70916, 2.46774], [0.50351, 1.33228, 1.77549], [-0.53064, 1.33026, -1.90467], [1.69203, 2.72852, -4.23140], [4.04526, -2.69964, 4.08951], [-0.42898, 3.31169, -4.20107], [0.52477, -3.86017, 3.00601], [-1.24747, 1.99338, 4.19725], [-2.83634, 4.22322, 4.46793], [-1.93509, 2.18702, 5.37851], [2.76219, 2.15963, 1.97591], [-2.14027, 4.00653, 3.28555], [-1.84607, 1.46284, 6.17786], [-5.17603, -5.13289, -4.28068], [0.71614, -1.33399, -2.75452], [2.47865, -0.42039, -2.09278], [2.11869, -2.47646, 2.65355], [0.59610, 4.36716, -3.24383], [-5.62547, -5.90458, -4.89251], [1.67954, -4.98989, 4.87723], [-0.62092, -2.43571, -1.76889], [3.42538, -3.74982, 4.75139], [2.82502, 1.67597, -0.53084], [1.23156, -0.53619, -0.86992], [3.97333, -1.05412, 2.40858], [0.13764, 1.01694, -4.55627], [3.56898, 0.93401, -0.82085], [-1.33605, 2.88621, 3.15041], [1.40797, -0.27636, -1.91423], [-2.73153, 3.31525, 5.51358], [0.61184, 4.47952, -4.98770], [-4.57278, -6.49144, -2.71667], [1.92485, 2.64129, -5.29984], [3.93127, -4.24170, 5.57189], [3.43542, 2.55910, -0.31643], [-3.46134, 5.10061, 4.57337], [3.78644, 2.48964, 1.79367], [-5.18040, -3.81283, -4.70973], [-5.62999, -3.55368, -5.65984], [-0.46563, 0.90057, 4.06102], [-3.27071, 3.48533, 6.43638], [-4.03483, -4.46775, -2.29381], [1.50906, -3.53297, 3.31244], [0.83660, 1.25816, 0.88059]],
  "atomic_forces_ev_per_a": [[0.263, 0.025, -0.318], [0.048, -0.005, -0.046], [-0.002, -0.031, 0.034], [0.127, 0.148, 0.065], [-0.098, -0.157, 0.281], [-0.031, -0.050, 0.033], [1.419, -1.233, -0.258], [-0.223, -0.258, 0.117], [0.323, 0.075, 1.471], [1.195, 0.221, -0.332], [-0.538, -0.084, -1.525], [0.120, 0.061, 0.124], [0.051, 0.013, 0.045], [-0.271, -0.006, 0.143], [0.951, 0.542, 0.411], [0.008, -0.001, 0.002], [-0.150, 0.074, -0.107], [0.000, -0.232, 0.081], [-0.015, 0.032, -0.018], [0.208, 0.192, 0.695], [1.169, -0.853, -0.556], [0.108, 0.468, 0.143], [-0.089, -0.171, -0.051], [0.080, 0.232, 0.247], [-0.051, -0.036, 0.062], [0.030, -0.047, -0.041], [0.261, -0.182, 0.205], [-2.540, 0.744, 1.267], [-0.939, 0.460, -0.825], [0.229, 0.081, 0.076], [0.086, -0.129, 0.031], [-0.004, 0.040, -0.030], [-0.225, 0.291, 0.053], [-0.026, 0.044, 0.012], [0.028, -0.177, 0.208], [-0.304, -0.178, -0.661], [-0.063, 0.003, 0.201], [0.024, -0.009, -0.022], [0.031, 0.137, 0.017], [-0.726, 0.096, -0.724], [-0.056, 0.079, -0.258], [-0.111, 0.156, -0.226], [-0.031, -0.174, 0.067], [0.022, -0.020, 0.011], [0.006, 0.005, -0.002], [0.432, -0.075, 0.134], [-0.127, 0.006, -0.096], [-0.330, 0.760, 1.187], [-0.130, 0.222, -0.012], [0.155, -0.025, 0.065], [-0.100, -0.055, -0.097], [-0.364, -0.132, -0.553], [0.237, -0.072, -0.291], [-0.009, -0.376, 0.832], [0.037, 0.050, -0.153], [0.104, -0.092, -0.014], [0.012, 0.019, 0.028], [0.113, -0.285, 0.085], [0.025, 0.008, -0.012], [-0.109, 0.081, -0.224], [-0.003, -0.010, 0.003], [0.070, -0.184, 0.236], [-0.029, 0.023, -0.054], [0.010, -0.007, 0.002], [0.052, -0.018, -0.010], [-0.003, -0.031, 0.004], [-0.135, 0.093, -0.314], [0.124, -0.025, 0.118], [-0.328, -0.058, -0.969]],
  "orbital_gap_ev": 6.857,
  "fmax_ev_per_a": 2.93,
  "homo_energy_ev": -4.4,
  "charge": -1,
  "spin_multiplicity": 1
}